1.
Density functional theory data (ωB97M-V/def2-TZVPD) for a molecular structure, C5H11N3O at a distorted geometry.

Calculated values
relative energy (zero: lowest compared OMol25 entry of this formula, charge and spin): 220.8 kcal per mole
E_tot: -11872.1974 eV
HOMO-LUMO gap: 7.41 eV
E_LUMO: -0.7 eV
strongest force on any atom: 0.1366 hartree/bohr

Geometry as ORCA input:
```
! RIJCOSX wB97M-V def2-TZVPD def2/J DEFGRID3
* xyz 0 1
C -3.3097 0.0410 -0.0136
C -0.9459 -0.5555 -0.0289
C -0.4427 0.7249 0.4865
C 0.1888 -1.4528 -0.2756
C 1.5486 -1.1925 -0.1596
H -3.9739 -0.3026 -0.7417
H -2.9247 1.1844 -0.0564
H -3.8511 -0.1537 0.8815
H 0.5192 0.0699 1.0070
H -0.9890 1.4640 1.5293
H -1.0968 2.1430 -0.9026
H -0.0956 -2.5596 -0.0349
H 2.0893 -2.0214 0.0617
H 1.4332 0.7899 -0.5518
H 4.1914 0.5478 -0.9212
H 3.9311 0.5668 0.7101
N -2.1179 -0.8761 -0.3659
N 2.1529 0.0577 0.0362
N 3.5964 0.0135 -0.0617
O 0.0966 1.5113 -0.5983
*
```

2.
Density functional theory data (ωB97M-V/def2-TZVPD) for a single C5H11N3O molecule.

Calculated values
SMILES: C/C(N/C=C/N)=C(/N)O
relative energy (zero: lowest compared OMol25 entry of this formula, charge and spin): 36.2 kcal per mole
E_tot: -11880.2017 eV
HOMO-LUMO gap: 7.71 eV
E_LUMO: 0.9 eV
strongest force on any atom: 0.0096 hartree/bohr

Geometry as ORCA input:
```
! RIJCOSX wB97M-V def2-TZVPD def2/J DEFGRID3
* xyz 0 1
C -1.9479 1.4835 0.5505
C -1.0386 0.5395 -0.1807
N -1.0474 -0.8130 0.2381
C 0.0881 -1.4457 0.7526
C 1.3129 -0.9264 0.8403
N 2.4624 -1.6725 1.1556
C -0.2930 0.9200 -1.2262
N 0.4513 0.0550 -2.0450
O -0.2260 2.2398 -1.6051
H -1.9167 2.4598 0.0786
H -2.9746 1.1139 0.5367
H -1.6370 1.5845 1.5912
H -1.9002 -1.0671 0.7171
H -0.0871 -2.4807 1.0199
H 1.5060 0.1078 0.5998
H 2.2356 -2.5703 1.5653
H 3.1110 -1.1652 1.7432
H 0.3352 -0.9071 -1.7571
H 1.4401 0.2833 -2.0721
H 0.1258 2.2609 -2.5026
*
```

3.
Density functional theory data (ωB97M-V/def2-TZVPD) for a molecular structure, C5H11N3O.

Calculated values
relative energy (zero: lowest compared OMol25 entry of this formula, charge and spin): 122.6 kcal per mole
E_tot: -11876.4553 eV
HOMO-LUMO gap (alpha / beta): 6.83 / 6.83 eV
E_LUMO (alpha / beta): 0.3 / 0.3 eV
strongest force on any atom: 0.0089 hartree/bohr

Geometry as ORCA input:
```
! RIJCOSX wB97M-V def2-TZVPD def2/J DEFGRID3
* xyz 0 1
C -1.5108 0.9129 0.1031
C 1.0679 -1.8826 0.6621
N -0.1307 -0.6349 -1.4915
C -0.2908 0.0552 -0.1850
C 0.2389 -0.6820 0.9206
N -0.0114 -0.3245 2.1927
C 0.9471 0.8465 -0.8109
O -0.9781 0.0108 -2.4335
N 0.8939 2.0238 -1.3080
H -0.3663 0.3621 -3.0992
H 0.5220 -0.7192 2.9491
H -0.5934 0.4682 2.4057
H -0.0435 2.4078 -1.3910
H 1.9010 0.3536 -0.6798
H -2.2813 0.3267 0.6080
H -1.2510 1.7783 0.7183
H -1.9295 1.2769 -0.8303
H 0.5035 -2.5317 -0.0205
H 1.3321 -2.4159 1.5758
H 1.9804 -1.6321 0.1143
*
```

4.
Density functional theory data (ωB97M-V/def2-TZVPD) for a molecular structure, C5H11N3O2 at a distorted geometry.

Calculated values
relative energy (zero: lowest compared OMol25 entry of this formula, charge and spin): 62.5 kcal per mole
E_tot: -13926.9669 eV
HOMO-LUMO gap: 10.16 eV
E_LUMO: 0.8 eV
strongest force on any atom: 0.0284 hartree/bohr

Geometry as ORCA input:
```
! RIJCOSX wB97M-V def2-TZVPD def2/J DEFGRID3
* xyz 0 1
C 0.2084 1.6936 2.1182
C 0.8608 -1.6524 -1.1518
C -0.0683 1.2720 -1.7030
N 0.1429 0.8310 0.9606
N -0.1121 -0.9957 -0.2624
C 0.5397 -0.4215 1.0080
C -0.8538 0.6312 -0.5913
N -1.2175 -1.8769 -0.0080
O 1.1861 -1.1330 1.7541
O -2.0455 0.7778 -0.4522
H -1.9815 -1.2802 0.3150
H -0.9264 -2.4751 0.7656
H 1.0516 2.3831 2.0125
H -0.7165 2.2697 2.2026
H 0.3577 1.1214 3.0385
H 0.3689 -1.9226 -2.0846
H 1.2214 -2.5516 -0.6526
H 1.7057 -0.9875 -1.3200
H -0.3986 2.3083 -1.7717
H 1.0042 1.2324 -1.5353
H -0.3271 0.7760 -2.6423
*
```

5.
Density functional theory data (ωB97M-V/def2-TZVPD) for a single C5H11N3O3 molecule at a distorted geometry.

Calculated values
SMILES: O=NN(O)N1CCC[C@H]1CO
relative energy (zero: lowest compared OMol25 entry of this formula, charge and spin): 205.0 kcal per mole
E_tot: -15966.9658 eV
HOMO-LUMO gap: 9.27 eV
E_LUMO: -0.1 eV
strongest force on any atom: 0.1166 hartree/bohr

Geometry as ORCA input:
```
! RIJCOSX wB97M-V def2-TZVPD def2/J DEFGRID3
* xyz 0 1
O 2.9499 0.7825 -0.2610
N 2.8610 0.6119 0.9675
N 1.5546 0.1420 1.1168
O 1.4787 -0.2429 2.6731
N 0.4354 0.2604 0.3634
C -0.6440 1.1591 0.9205
C -2.0540 0.8073 0.0736
C -1.7853 -0.6392 -0.5200
C -0.2297 -0.8567 -0.3973
C 0.3387 -1.0086 -1.9405
O 1.7215 -0.6157 -1.9066
H 1.7528 0.5540 3.3627
H -0.7733 0.7154 1.9019
H -0.4293 2.1645 0.9404
H -2.0093 1.4351 -0.9638
H -2.9752 0.9660 0.8173
H -2.4032 -1.4227 0.2907
H -2.0640 -0.9424 -1.6127
H 0.1671 -1.6915 0.2490
H 0.2870 -2.0166 -2.3672
H 0.0330 -0.1974 -2.5694
H 1.7876 0.0354 -1.1381
*
```

6.
Density functional theory data (ωB97M-V/def2-TZVPD) for a gas-phase ion, C5H11N3S (charge +2) at a distorted geometry.

Calculated values
SMILES: Cc1[nH+]c(C)[n+](C)n1S
relative energy (zero: lowest compared OMol25 entry of this formula, charge and spin): 27.4 kcal per mole
E_tot: -20647.4429 eV
HOMO-LUMO gap (alpha / beta): 7.80 / 7.80 eV
E_LUMO (alpha / beta): -9.7 / -9.7 eV
strongest force on any atom: 0.1139 hartree/bohr

Geometry as ORCA input:
```
! RIJCOSX wB97M-V def2-TZVPD def2/J DEFGRID3
* xyz 2 1
C -1.4539 2.6625 0.2276
C -0.6461 1.5329 0.1556
N 0.6334 1.2680 0.2525
C 0.8866 -0.1295 0.1596
C 2.1741 -0.8197 0.3055
N -0.2097 -0.8908 0.0453
C -0.1222 -2.3063 -0.1020
N -1.3128 -0.1019 -0.2450
S -2.9007 -0.7638 -0.0233
H -2.0021 2.9047 1.1655
H -2.3167 2.4878 -0.4846
H -1.0178 3.6012 -0.0320
H 1.3189 1.9849 0.5879
H 2.2594 -1.4492 -0.6258
H 2.1824 -1.6274 1.1612
H 2.9694 -0.1035 0.3526
H 0.0505 -2.7957 -1.1328
H -1.0677 -2.6700 0.2191
H 0.6505 -2.7112 0.5021
H -3.5697 0.1313 -0.8997
*
```